# 1
The following is a DFT calculation (the ωB97M-V functional and the def2-TZVPD basis) of an isolated ion of composition C3H11N2S2 and charge +1 in a non-equilibrium geometry.

Geometry (Å):
N: -1.660147 1.164818 -1.617793
H: -0.023223 1.653242 1.020325
H: 1.460856 -1.412868 -0.421284
H: 1.739519 -0.000731 0.618074
H: -0.835034 0.513738 1.872580
S: 0.621332 -1.731459 1.846517
H: -2.319550 0.452615 -1.913933
N: -0.773832 0.934255 0.946054
H: 0.392896 1.296532 -1.369440
H: -1.650917 1.910724 -2.305569
H: 3.181248 -2.628630 1.652167
S: 2.505693 -1.915355 2.535703
H: -1.199644 -0.901143 -0.097660
C: 0.978125 -0.724883 0.309789
H: -0.014723 -0.227021 -2.214945
H: -1.680758 1.287331 0.633828
C: -0.354775 0.501135 -1.440377
C: -0.367065 -0.172301 -0.054036

Force components x, y, z for each atom (eV/Å):
N 0.3149 -0.8540 0.0051
H -0.8665 -0.3034 -0.3848
H -0.7795 0.6307 0.2083
H -0.3190 0.2476 -0.2610
H -0.1676 -0.0741 0.2273
S 0.3798 -0.1882 -1.0879
H -0.2612 0.3233 -0.1776
N 1.0486 -1.0736 -0.0468
H 0.1670 -0.0796 -0.3247
H 0.0788 -0.2097 0.0178
H -0.2569 -0.6552 -0.7347
S 0.5942 0.7751 1.5668
H 0.5320 0.1364 0.6314
C 0.0639 -1.4533 1.3668
H -0.4612 0.4701 0.4911
H 0.1009 0.5354 -0.2001
C 0.0694 0.7391 0.3528
C -0.2376 1.0334 -1.6497

LUMO level, eV: -3.22
Relative energy (zero: lowest compared OMol25 entry of this formula, charge and spin), eV: 0.780
Frontier orbital gap, eV: 9.32
HOMO energy, eV: -12.54
Net charge: +1
Strongest force on any atom, eV/Å: 2.00
Energy, Eh: -1026.54139

# 2
The following is a DFT calculation (the ωB97M-V functional and the def2-TZVPD basis) of C24H31Cl5N3Ru as an isolated structure.

Geometry (Å):
H: -1.392551 -5.944672 -2.470422
C: -3.380438 -2.935384 -1.369547
C: 1.703409 2.908810 1.554968
H: -2.609755 -2.005700 -3.854479
C: -2.254197 -3.441764 -2.274268
C: -1.313097 1.061268 -2.372100
C: 1.412764 -3.384052 1.348931
H: -2.218698 0.871416 -0.642489
C: 2.855170 3.237847 0.835626
H: 2.562836 -2.172760 -0.086741
C: 0.652756 -4.055358 0.220040
H: -2.669334 -4.251069 -2.878683
H: -0.992984 -2.724861 -3.896473
H: 2.907552 -1.819237 1.617195
H: -1.859061 4.036217 -5.402917
C: -2.289940 2.248105 -4.285888
C: 1.020625 1.768139 1.171547
H: -4.071235 -0.004204 -1.681982
H: 1.090388 -2.689722 3.378904
C: 0.177580 -6.069239 -1.021817
C: -3.535927 2.055181 -2.146142
H: -3.709696 -3.711015 -0.677686
Cl: 4.727724 2.804794 -1.055129
H: -3.988956 2.922194 -2.623742
C: 0.892665 -5.396417 -0.046185
H: -5.403565 1.150747 -1.562473
H: 1.651316 -5.913110 0.528252
C: -0.332883 -3.400327 -0.538813
C: 0.517256 -3.133806 2.563315
N: -0.629983 -2.048042 -0.312529
H: -2.468623 4.349118 -3.779042
C: -0.097783 0.790231 -3.195476
C: -0.815336 -5.409781 -1.727045
C: -1.112671 -4.071262 -1.496069
Ru: -0.139013 -0.484074 -0.002148
C: -1.778940 -2.354335 -3.236718
H: -0.805345 3.802853 -4.005180
H: -1.662003 1.599578 -4.889986
H: 0.381224 -7.112524 -1.222444
H: -3.062787 -2.072334 -0.782647
C: 2.130526 -2.110979 0.908310
Cl: 3.748939 4.632137 1.263922
Cl: -0.387699 1.224727 2.059149
H: 1.466069 -1.224169 0.946587
H: -3.271376 2.380757 -1.137634
C: 1.377648 0.954740 0.104146
N: -2.315562 1.750124 -2.901880
H: 0.659383 0.324644 -2.576162
Cl: 3.141905 0.233456 -1.802510
H: -3.304616 2.145444 -4.672498
H: -4.238916 -2.639310 -1.975531
H: 0.296634 1.712403 -3.620542
H: -0.299683 -2.448582 2.315251
N: -1.367251 0.616640 -1.125517
H: 0.074581 -4.062566 2.921453
Cl: 1.163472 3.862429 2.869610
H: -1.388926 -1.507099 -2.675656
C: 2.547816 1.282662 -0.559467
H: -0.338644 0.112038 -4.014905
H: 2.189825 -4.090904 1.648030
H: -4.820380 0.633456 -3.145391
C: -4.512216 0.886888 -2.130588
C: -1.827350 3.693681 -4.369204
C: 3.287936 2.414809 -0.211578

Force components x, y, z for each atom (eV/Å):
H 0.0071 -0.0211 -0.0024
C -0.0075 -0.0002 0.0088
C 0.0864 0.0359 -0.0577
H -0.0045 -0.0094 0.0076
C 0.0098 0.0027 0.0214
C 0.0614 0.0028 0.1465
C 0.0127 0.1042 -0.1711
H -0.0092 -0.0549 0.0120
C -0.0265 -0.0628 -0.0093
H 0.0052 -0.0118 -0.0252
C 0.0688 -0.0479 0.0646
H -0.0021 -0.0091 0.0021
H -0.0001 0.0063 -0.0039
H -0.0059 -0.0228 0.0067
H -0.0016 -0.0007 0.0021
C -0.0024 -0.0055 0.0237
C 0.3184 0.0351 -0.3369
H -0.0001 0.0120 -0.0044
H 0.0002 -0.0049 -0.0061
C -0.0354 0.0144 -0.0247
C 0.0153 -0.0035 -0.0054
H -0.0029 -0.0020 -0.0007
Cl 0.0035 0.0022 -0.0045
H -0.0057 0.0030 0.0014
C 0.0094 0.1103 0.0202
H -0.0013 0.0004 -0.0033
H -0.0043 -0.0195 -0.0100
C -0.0648 0.2913 0.3729
C -0.0172 0.0267 0.0046
N 0.4500 -0.6217 -0.5610
H 0.0028 -0.0022 -0.0016
C -0.0041 -0.0035 -0.0043
C -0.0339 0.0363 0.0141
C -0.0169 -0.1909 -0.1420
Ru -0.3397 0.0255 0.2241
C 0.0169 0.0102 0.0245
H -0.0013 -0.0020 -0.0009
H 0.0039 0.0002 -0.0023
H 0.0021 0.0024 0.0017
H -0.0012 -0.0104 -0.0034
C -0.0582 -0.2162 0.1078
Cl 0.0063 0.0143 -0.0007
Cl -0.1183 -0.0679 0.0548
H -0.1897 0.1907 0.1089
H 0.0031 -0.0002 -0.0015
C -0.0968 0.1541 0.1094
N -0.0512 0.0137 -0.0591
H 0.0111 -0.0176 0.0001
Cl -0.0378 -0.0117 -0.0221
H -0.0006 0.0003 -0.0051
H 0.0089 -0.0047 -0.0033
H 0.0150 -0.0003 0.0110
H 0.0157 -0.0120 -0.0080
N -0.0164 0.3485 0.1017
H 0.0057 -0.0027 0.0003
Cl -0.0098 0.0001 0.0077
H 0.0081 -0.0205 -0.0285
C 0.0527 -0.0256 0.0072
H -0.0043 0.0083 -0.0033
H 0.0027 -0.0067 -0.0103
H 0.0027 -0.0019 0.0001
C -0.0014 0.0042 0.0050
C -0.0020 0.0046 0.0026
C -0.0310 0.0341 0.0471

LUMO level (alpha / beta), eV: -3.90 / -3.90
Frontier orbital gap (alpha / beta), eV: 7.37 / 7.37
HOMO energy (alpha / beta), eV: -11.27 / -11.27
Net charge: +1
Strongest force on any atom, eV/Å: 0.95
Energy, Eh: -3492.97322

# 3
The following is a DFT calculation (the ωB97M-V functional and the def2-TZVPD basis) of a 2-piece molecular cluster, C3H6O3 overall in a non-equilibrium geometry.

Geometry (Å):
H: -0.204365 0.432106 -1.038134
H: -0.633336 1.303087 2.369957
H: 0.076371 -2.184721 -2.438157
C: 0.334622 -1.545370 -1.546933
H: -1.518315 0.797302 0.902636
O: 1.126454 -2.024195 -0.811246
H: 1.451439 0.321807 0.507563
O: 0.383167 1.983414 -0.255603
H: -0.597841 -0.374564 1.770548
C: -0.601745 0.628148 1.498804
O: -0.427402 -0.359531 -1.559533
C: 0.610952 1.022516 0.600097

Force components x, y, z for each atom (eV/Å):
H 0.4528 -0.5034 -0.1559
H 0.0148 -0.3753 -0.2022
H -0.4460 1.1127 0.3548
C -1.8714 0.3481 -2.1078
H 0.5221 0.1647 0.2917
O 0.6566 1.1248 1.6278
H 0.3718 0.5743 0.1983
O 1.9296 -3.9421 3.8248
H 0.3475 -1.7871 0.7531
C 0.6594 2.3959 -1.1411
O 0.8737 -2.3537 -0.5359
C -3.5111 3.2411 -2.9076

LUMO level, eV: -0.17
Relative energy (zero: lowest compared OMol25 entry of this formula, charge and spin), eV: 2.164
Frontier orbital gap, eV: 10.50
HOMO energy, eV: -10.66
Strongest force on any atom, eV/Å: 5.82
Energy, Eh: -343.57504

# 4
The following is a DFT calculation (the ωB97M-V functional and the def2-TZVPD basis) of C4H7N3O as an isolated structure in a non-equilibrium geometry.

Geometry (Å):
H: 1.985166 -1.745596 -0.235461
C: -0.592224 0.271021 -2.276879
H: 2.536734 -0.042590 0.148894
N: 0.394108 -0.525604 -2.084903
H: -2.093508 1.509768 -1.297106
C: -0.466833 0.270083 -0.124244
O: -0.918356 0.661784 1.125680
C: 0.551189 -0.441207 -0.731457
C: -0.223772 0.042397 2.185347
N: -1.368096 0.558447 -1.219824
H: -0.816089 0.625639 3.043531
H: -0.456243 -1.138650 2.444322
N: 1.679978 -0.810440 0.112341
H: 0.865362 0.276645 2.065802
H: -1.077416 0.488305 -3.156042

Force components x, y, z for each atom (eV/Å):
H 0.4395 1.2662 0.5871
C -2.1537 -1.3463 -1.2154
H -2.9067 -2.8322 -0.7260
N 1.5240 0.9167 0.2707
H 2.9865 -3.8702 0.6782
C -2.4504 0.1916 -0.9856
O 0.8833 -1.4667 -2.3757
C 0.6831 1.0099 3.9138
C -1.6457 -0.1102 3.3510
N -0.5811 4.5252 2.2085
H 2.1096 -1.3678 -1.1066
H 0.6877 2.8577 -1.3806
N 1.8538 0.5584 -1.3973
H -1.0910 -0.5515 0.7452
H -0.3388 0.2193 -2.5671

LUMO level, eV: 0.77
Relative energy (zero: lowest compared OMol25 entry of this formula, charge and spin), eV: 3.610
Frontier orbital gap, eV: 8.77
HOMO energy, eV: -8.00
Strongest force on any atom, eV/Å: 5.07
Energy, Eh: -396.01574

# 5
The following is a DFT calculation (the ωB97M-V functional and the def2-TZVPD basis) of a 3-piece molecular cluster, C20H34BrF2N6O12P2 overall in a non-equilibrium geometry.

Geometry (Å):
O: -1.713907 -0.069653 -4.790519
C: -0.531912 -5.533192 5.932045
O: 0.716712 2.832309 -3.706606
H: 7.409269 -0.123644 1.228231
H: -0.281547 -5.034939 6.871791
H: -4.237598 2.138227 -1.727519
H: 0.596018 1.436817 -0.130377
C: -2.004073 1.705221 -1.656333
O: 3.283466 -0.859095 1.352906
C: -1.406676 -0.220877 -0.048450
C: -3.578046 1.216862 -1.348969
N: 5.492058 -0.834851 0.960198
C: -0.909104 0.441662 -1.508759
C: 0.783953 -1.451062 1.673750
H: -1.170671 -2.551106 -3.258795
C: -4.073876 -0.075942 -2.200488
C: 0.123282 -4.445783 3.747367
O: 1.044599 -4.125874 2.999631
N: -1.161390 4.877293 0.141253
H: -1.755268 -3.509060 4.167184
C: 4.414952 -1.148180 1.735586
C: -0.313326 6.057134 -0.201009
P: -3.410272 4.884004 -1.405452
C: -0.572369 3.959114 1.180561
Br: -4.708698 4.529426 0.428788
O: 2.992927 1.434571 -2.919008
N: -0.901112 -0.548893 -2.572543
C: 6.888709 -1.084406 1.224688
H: 5.277628 -1.215928 3.693607
H: 0.759319 3.847088 -3.643239
H: 7.048711 -1.589607 2.178022
N: -5.548510 -0.313163 -1.820301
N: 1.850831 -2.839609 -1.662127
F: -1.494714 3.409102 2.245189
O: 0.713025 3.604481 1.309595
O: -1.693877 2.712982 -0.653938
O: -3.313277 6.611781 -1.563619
F: 0.617251 6.552624 0.883674
H: -3.445199 -1.053111 -2.086417
H: -3.349647 6.886849 -2.530329
H: -6.012046 0.629686 -1.985311
H: -3.805424 1.167848 -0.180309
C: -0.621780 -0.189064 -3.979785
H: 1.385848 -5.232247 5.077305
H: 1.246598 -2.771149 -0.794426
H: 5.148987 -2.807481 2.871692
H: -4.101283 0.219721 -3.348901
H: -2.934420 2.111265 -3.471417
C: -1.314089 -4.162592 3.409977
H: -1.569112 -5.319531 5.670817
H: 3.706383 -2.026145 3.546466
N: 0.395695 -5.078421 4.924278
H: 5.242013 -0.368254 0.095762
O: 1.987386 3.408150 -1.439906
H: -1.874395 -5.098768 3.340278
C: -0.260850 -1.003694 0.809871
P: 1.477868 2.162776 -2.333646
H: -0.399722 -6.611289 6.051778
C: 0.994741 -2.425639 -2.662580
C: -1.652692 4.094729 -1.098377
O: 0.657190 -0.013264 -4.685120
H: 1.733596 -1.790108 2.312288
H: -0.883374 4.353577 -1.940469
O: -2.099368 2.320344 -2.964367
C: 4.661582 -1.844349 3.045008
H: -5.542095 -0.474997 -0.784239
H: -1.367935 -3.655200 2.442212
O: -0.302964 6.795871 -1.311596
H: 1.292958 -0.045561 -1.235082
H: -1.882166 0.549658 0.686653
H: 7.281684 -1.701877 0.413267
H: -0.909896 -2.525150 -1.418370
C: 0.622133 0.946934 -1.220300
H: 2.821365 1.270988 -3.896272
H: -2.262471 -1.028108 -0.264345
C: -0.594045 -1.962428 -2.386859
H: 1.296457 -2.405802 -3.815240

Force components x, y, z for each atom (eV/Å):
O 4.4346 -0.7299 4.6399
C 0.4355 -0.0918 0.1267
O 0.7936 0.1474 1.9663
H 0.2578 -0.1661 0.1120
H -0.2972 -0.1269 0.1222
H 1.3833 -1.8628 0.7974
H 0.6365 -0.8830 -2.5835
C -2.9815 -1.4215 -1.5760
O 1.1364 -0.1222 0.4166
C 0.1034 -1.8998 0.7651
C 0.3290 0.7133 0.0345
N -0.5407 -0.1279 0.3816
C 1.1350 0.6967 1.9786
C -7.4187 3.2998 -6.0159
H 1.0866 1.3270 1.7812
C -0.7057 0.7784 -0.5897
C 0.9288 0.2379 -0.5852
O -0.5006 -0.3126 0.5539
N 3.4103 0.2663 1.1729
H -0.0991 -0.1503 -0.0397
C -0.5250 0.4808 -0.8694
C 1.5750 4.0569 -3.8891
P -1.1814 0.4598 -2.6943
C 7.1608 -2.7102 2.5038
Br 1.1378 0.4326 -0.2038
O -3.9110 1.0185 -0.7534
N -0.1193 0.0074 -0.4449
C -0.0932 0.2102 -0.4105
H 0.0653 -0.1752 -0.0165
H 0.2779 -2.2611 0.3266
H -0.1249 0.0920 -0.1625
N 1.1985 1.1616 0.3736
N -4.6104 1.7042 -3.5250
F 2.1555 2.1018 -3.7877
O -9.8027 2.8558 -0.9747
O 0.1943 1.6956 -1.4311
O 0.4561 -1.5913 -0.1759
F -3.3439 -2.0650 -2.8911
H -1.1975 2.0333 -0.1405
H 0.0638 -0.9501 1.7109
H 0.5897 -1.6291 0.5134
H 0.6194 -0.2415 -2.5190
C -0.4756 2.0639 -8.4105
H -0.2824 0.0409 -0.0446
H 0.9988 0.0274 -0.7586
H 0.0682 0.1096 0.1347
H 0.4643 -0.8416 2.3794
H 1.4246 -0.2523 1.1767
C -0.1631 0.0893 -0.2473
H 0.2473 0.0043 -0.0384
H 0.1906 0.0652 -0.2001
N 0.0058 0.1972 -0.3595
H 0.0205 -0.1055 0.1573
O -2.3432 -4.0770 -2.8885
H -0.0840 0.1059 0.1463
C 7.0668 -2.3395 5.9095
P 4.6446 4.8582 0.9605
H -0.2827 0.0047 0.1919
C 1.5492 -0.7587 2.1976
C 0.7118 0.9874 1.1102
O -5.2354 -1.1085 5.3992
H -2.9481 0.8481 -2.0586
H -1.6974 -0.8018 1.2515
O 0.3210 -0.3760 1.1086
C -0.0903 -0.1212 0.2381
H -0.2647 0.3461 -1.2145
H 0.2141 -0.0725 0.2512
O -0.5305 -5.7472 7.6404
H -1.4174 2.3300 0.1820
H 1.1888 -1.1622 -1.5513
H 0.2644 -0.0288 0.1868
H 0.4312 1.6930 -1.3365
C -0.7114 -1.0060 1.0933
H 0.1017 -0.1556 1.4959
H 1.9293 1.8384 0.3792
C 0.9364 -2.9966 -1.2445
H -0.3654 0.0824 2.7646

LUMO level, eV: 1.78
Frontier orbital gap, eV: 6.64
HOMO energy, eV: -4.86
Net charge: -1
Strongest force on any atom, eV/Å: 10.26
Energy, Eh: -5470.02186

What did the third record say?
The following is a DFT calculation (the ωB97M-V functional and the def2-TZVPD basis) of a 2-piece molecular cluster, C3H6O3 overall in a non-equilibrium geometry.

Geometry (Å):
H: -0.204365 0.432106 -1.038134
H: -0.633336 1.303087 2.369957
H: 0.076371 -2.184721 -2.438157
C: 0.334622 -1.545370 -1.546933
H: -1.518315 0.797302 0.902636
O: 1.126454 -2.024195 -0.811246
H: 1.451439 0.321807 0.507563
O: 0.383167 1.983414 -0.255603
H: -0.597841 -0.374564 1.770548
C: -0.601745 0.628148 1.498804
O: -0.427402 -0.359531 -1.559533
C: 0.610952 1.022516 0.600097

Force components x, y, z for each atom (eV/Å):
H 0.4528 -0.5034 -0.1559
H 0.0148 -0.3753 -0.2022
H -0.4460 1.1127 0.3548
C -1.8714 0.3481 -2.1078
H 0.5221 0.1647 0.2917
O 0.6566 1.1248 1.6278
H 0.3718 0.5743 0.1983
O 1.9296 -3.9421 3.8248
H 0.3475 -1.7871 0.7531
C 0.6594 2.3959 -1.1411
O 0.8737 -2.3537 -0.5359
C -3.5111 3.2411 -2.9076

LUMO level, eV: -0.17
Relative energy (zero: lowest compared OMol25 entry of this formula, charge and spin), eV: 2.164
Frontier orbital gap, eV: 10.50
HOMO energy, eV: -10.66
Strongest force on any atom, eV/Å: 5.82
Energy, Eh: -343.57504